{"formula": "C13H26N4O4S", "method": "wB97M-V/def2-TZVPD", "species": ["C", "C", "O", "S", "C", "O", "O", "H", "H", "H", "H", "H", "H", "H", "H", "C", "C", "N", "H", "H", "H", "C", "C", "N", "H", "H", "H", "C", "C", "N", "H", "H", "H", "C", "C", "N", "H", "H", "H", "C", "C", "O", "H", "H", "H", "H", "H", "H"], "xyz": [[-9.925300, -30.157030, 24.369630], [-10.644840, -28.803800, 24.371970], [-9.648900, -27.915180, 23.876370], [-9.574330, -26.350770, 24.412980], [-9.186890, -26.618370, 26.163370], [-8.473420, -25.630010, 23.683640], [-10.937720, -25.771090, 24.345460], [-10.427030, -30.904120, 24.984630], [-8.898620, -29.999900, 24.700290], [-9.779940, -30.631580, 23.399170], [-11.531490, -28.887370, 23.743510], [-11.009960, -28.497020, 25.352100], [-8.781810, -25.682990, 26.549490], [-8.484150, -27.437010, 26.318500], [-10.093480, -26.807680, 26.738130], [-9.708530, -35.534730, 26.410540], [-10.973600, -35.614170, 27.141130], [-11.988040, -35.733600, 27.714280], [-9.197430, -36.496710, 26.449010], [-9.183560, -34.776790, 26.991940], [-9.892330, -35.227780, 25.380930], [-7.027160, -31.763380, 25.708850], [-5.701390, -32.064170, 25.235780], [-4.656560, -32.351860, 24.886890], [-7.112850, -32.133000, 26.730680], [-7.688420, -32.291780, 25.022100], [-7.206320, -30.706610, 25.510750], [-11.913370, -33.616530, 22.503620], [-11.799960, -32.291260, 23.193050], [-11.781050, -31.286860, 23.726670], [-12.218840, -33.399130, 21.480130], [-12.728310, -34.169810, 22.970360], [-11.004000, -34.200850, 22.644040], [-9.614940, -32.285050, 24.498480], [-10.395350, -33.510170, 24.651500], [-11.013360, -34.482890, 24.710020], [-8.586600, -32.646280, 24.510030], [-9.749260, -31.570330, 25.310420], [-9.813840, -31.937990, 23.484540], [-10.222790, -31.610390, 21.125510], [-10.534870, -30.215000, 21.697880], [-9.307820, -29.511980, 21.975450], [-9.800600, -31.416800, 20.139410], [-11.085790, -32.276210, 21.122900], [-9.524510, -32.048040, 21.838930], [-11.158200, -30.278910, 22.589770], [-11.072940, -29.548420, 21.023900], [-8.854310, -30.084460, 22.598490]], "atomic_forces_ev_per_a": [[-0.59, 5.03, 1.56], [0.45, -0.79, -0.24], [0.68, 3.09, 0.31], [-0.70, 1.53, -1.95], [0.07, 0.38, 0.02], [-2.91, -2.74, 2.33], [2.69, -1.26, 0.30], [-1.73, 4.96, -0.77], [0.10, 0.19, 0.60], [-0.99, 1.56, 1.93], [0.17, 0.61, -0.20], [0.24, -0.16, 0.21], [0.16, -0.03, -0.21], [0.07, 0.16, -0.32], [-0.14, -0.08, -0.41], [0.55, -1.07, 1.72], [-2.48, -0.95, 0.95], [2.36, 0.45, -1.25], [0.11, 0.05, 0.32], [0.71, 0.06, -0.37], [1.23, -1.40, 1.48], [0.86, -0.02, -0.54], [-0.04, 0.07, 0.41], [1.05, -0.25, -0.46], [-0.38, 0.43, -0.01], [1.81, 0.58, 1.54], [-0.10, 0.02, 0.71], [-1.07, 0.88, -0.07], [-2.12, -2.59, -0.97], [-3.70, -0.58, 0.50], [0.09, -0.51, 0.04], [0.10, 0.04, 0.16], [-0.35, 0.31, -0.96], [1.96, -7.73, -0.07], [-0.30, 0.14, 0.52], [-0.98, 2.23, -1.05], [-1.63, -0.67, -0.96], [1.88, -3.52, 0.45], [0.56, -1.33, 1.26], [-0.52, 1.37, 0.17], [0.25, 1.18, -1.27], [-0.23, -0.46, -1.65], [0.21, -0.65, 0.13], [0.60, 0.77, -0.89], [0.55, -0.34, -0.66], [0.47, 0.60, -1.34], [0.08, -0.27, -0.40], [0.92, 0.70, -0.61]], "e_homo_ev": -10.2973, "smiles": "CCOS(C)(=O)=O.CC#N.CC#N.CC#N.CC#N.CCO", "multiplicity": 1, "largest_force_ev_per_a": 7.97, "gap_ev": 10.1}